This record from the OMol25 dataset describes a cluster of 2 separate species, CH4BNO3 in total at a distorted geometry. The level of theory is the ωB97M-V functional and the def2-TZVPD basis.

Geometry as ORCA input:
```
! wB97M-V def2-TZVPD RIJCOSX def2/J DEFGRID3
* xyz 0 1
H -0.006 2.463 0.582
O 0.561 0.242 1.742
H 0.473 -0.412 -1.652
O -0.117 1.689 0.049
B 0.358 0.447 0.421
O 0.839 -3.298 0.359
C 1.503 -2.545 -0.195
N 0.354 -0.776 -0.687
H 0.765 -0.658 2.168
H -0.576 -1.136 -0.823
*
```

Output
Energy (eV): -9412.88382
Molar mass (g/mol): 88.859
Maximum force (eV/Å): 3.8

---

This record from the OMol25 dataset describes the molecule C9H15OP at a distorted geometry. The level of theory is the ωB97M-V functional and the def2-TZVPD basis.

Geometry as ORCA input:
```
! wB97M-V def2-TZVPD RIJCOSX def2/J DEFGRID3
* xyz 0 1
H 2.108 0.036 2.707
H 2.007 0.696 0.045
H -0.945 -0.015 -2.704
C -2.051 2.036 -0.363
C 1.228 0.178 2.033
H -1.898 2.041 0.693
H 1.389 -3.377 1.210
H 0.511 1.056 -3.032
C 1.419 -0.152 0.590
O 0.712 2.516 -0.821
H -1.184 1.576 -3.269
H 2.325 -1.510 -0.792
H 0.648 1.076 2.149
P -0.309 1.472 -0.944
C -0.238 -2.438 0.327
H -2.282 3.149 -0.634
C 1.993 -1.531 0.328
H 0.736 -0.718 2.375
C 0.064 -0.072 -0.160
C 0.997 -2.589 0.711
H -1.776 -1.080 -0.609
H 2.886 -1.550 0.970
H -0.991 -3.328 0.571
C -0.793 -1.138 -0.175
C -0.574 0.969 -2.657
H -2.766 1.326 -0.653
*
```

Output
Energy (eV): -20911.44275
Molar mass (g/mol): 170.192
Maximum force (eV/Å): 4.9
SMILES: C[C@H]1CC=CC=C1P(C)(C)=O

---

This record from the OMol25 dataset describes the ion C2H10N3 with charge +1 at a distorted geometry. The level of theory is the ωB97M-V functional and the def2-TZVPD basis.

Geometry as ORCA input:
```
! wB97M-V def2-TZVPD RIJCOSX def2/J DEFGRID3
* xyz 1 1
C -0.663 0.350 1.244
H -2.430 -0.849 1.367
N -1.386 -0.882 1.185
H 0.107 -1.241 -0.662
H 2.398 -0.230 -2.136
H 0.333 0.411 1.716
H -0.026 0.039 -2.049
H 0.417 1.612 -0.118
H -1.010 -1.681 1.679
H 2.441 -0.849 -0.643
H -1.208 1.247 1.612
C 0.428 -0.229 -1.061
N 1.914 -0.079 -1.177
H -1.020 1.448 -0.722
N -0.296 0.933 -0.235
*
```

Output
Energy (eV): -6698.93070
Molar mass (g/mol): 76.123
Maximum force (eV/Å): 3.4
SMILES: NC[NH2+]CN

---

This record from the OMol25 dataset describes the ion C5H11N3P with charge +1 at a distorted geometry. The level of theory is the ωB97M-V functional and the def2-TZVPD basis.

Geometry as ORCA input:
```
! wB97M-V def2-TZVPD RIJCOSX def2/J DEFGRID3
* xyz 1 1
H 1.742 -2.631 0.068
C 0.917 1.271 0.606
H 1.697 2.083 0.597
C 1.448 -0.074 0.350
N -1.829 -0.753 0.346
H 0.826 3.412 -0.600
H 2.221 -0.029 -0.377
C 0.008 2.711 -0.889
H -0.828 2.984 -1.559
C -0.673 -0.815 0.197
N -0.142 1.583 -0.314
H 2.129 -0.360 1.243
H -4.265 -0.941 -0.256
N 0.546 -1.049 -0.112
H -3.900 -1.217 1.491
H 1.623 -1.959 -1.467
H 0.395 -3.069 -0.898
H 0.447 1.320 1.611
C 1.073 -2.348 -0.646
P -3.435 -0.120 0.610
*
```

Output
Energy (eV): -19112.69596
Molar mass (g/mol): 144.138
Maximum force (eV/Å): 4.8
SMILES: C=NCC[N+](C)=C=NP

---

This record from the OMol25 dataset describes a structure of composition C33H32ClILuN7O2 at a distorted geometry. The level of theory is the ωB97M-V functional and the def2-TZVPD basis.

Geometry as ORCA input:
```
! wB97M-V def2-TZVPD RIJCOSX def2/J DEFGRID3
* xyz 2 1
H -4.529 -4.432 0.847
H 1.231 -1.935 3.110
C -3.962 -3.511 0.838
H -3.021 -0.988 -1.168
C -3.339 -3.053 1.978
I -0.405 -4.798 -1.445
C -0.147 -3.162 -2.728
N -4.153 2.686 -1.987
C -2.592 -1.876 1.939
H -4.964 3.724 -5.098
C 0.673 4.460 2.680
C 0.410 1.463 -4.502
O -5.154 4.849 -3.439
N -0.034 2.218 1.187
H -1.005 3.513 -0.085
N -2.311 1.427 -0.969
C 0.408 0.243 -5.126
H -4.387 3.937 -0.298
C 3.893 -2.486 0.154
H 2.078 0.524 2.197
H 4.697 -3.209 0.151
N 0.142 -0.307 2.252
C -0.082 4.592 1.523
H 1.632 3.048 3.984
C -4.810 3.810 -1.293
C -3.111 -1.598 -0.278
C -4.615 2.488 -3.372
C 1.124 0.710 2.686
H -4.302 -3.077 -1.249
H -4.029 1.708 -3.853
C 1.054 3.191 3.081
N 1.823 -0.636 0.168
H 0.268 2.476 -2.602
C -4.487 3.810 -4.124
H -5.872 3.576 -1.206
H 0.956 5.330 3.258
Lu -0.550 0.078 -0.073
C 2.790 -0.584 -0.754
H 0.547 2.373 -5.069
C 1.884 -1.602 1.100
C -0.178 -1.910 -2.127
H 4.602 -1.387 -1.560
C 0.043 -0.776 -2.968
C -3.183 2.024 -1.454
H -3.426 4.059 -4.258
C -0.977 -0.270 3.224
H -5.664 2.188 -3.335
H 2.913 -3.306 1.885
H -2.730 -1.193 3.925
C 0.231 -0.931 -4.366
H 0.055 -2.371 1.854
C -4.640 5.063 -2.144
C 3.841 -1.479 -0.798
Cl 0.469 -2.453 -6.605
H 2.707 0.212 -1.484
C 0.243 1.521 -3.116
C 0.686 2.099 2.312
O -0.395 -1.751 -0.839
N 0.066 0.455 -2.361
C 0.796 -1.625 2.154
H -1.437 -2.325 3.654
C -0.412 3.452 0.820
H 1.294 0.645 3.764
H -1.526 0.658 3.047
C 0.231 -2.237 -4.908
H 0.545 0.168 -6.196
H -5.205 5.885 -1.709
C 0.053 -3.329 -4.101
H 0.067 -4.323 -4.528
N -2.475 -1.147 0.825
H -3.419 -3.601 2.907
C -3.840 -2.760 -0.325
C -1.931 -1.451 3.225
H -3.578 5.342 -2.192
H -0.413 5.560 1.176
C 2.901 -2.540 1.120
H -0.566 -0.211 4.237
*
```

Output
Energy (eV): -103502.39370
Molar mass (g/mol): 895.990
Maximum force (eV/Å): 2.4

---

This record from the OMol25 dataset describes the molecule C12H12N2OS at a distorted geometry. The level of theory is the ωB97M-V functional and the def2-TZVPD basis.

Geometry as ORCA input:
```
! wB97M-V def2-TZVPD RIJCOSX def2/J DEFGRID3
* xyz 0 1
H 2.684 -1.948 -1.097
C -0.355 0.312 0.364
H 0.520 -3.540 1.889
H -1.032 1.343 2.129
C -0.964 1.227 -0.582
H -1.646 5.297 1.369
H -2.354 3.148 -2.377
C -0.582 0.514 1.726
C -1.994 3.433 -1.460
C 2.065 -3.460 0.181
N -1.219 2.645 -0.531
N -0.938 3.350 0.641
O -1.512 0.774 -1.631
C -2.234 4.652 -0.804
H 2.063 -2.893 2.356
H 0.891 -0.839 -1.801
C 1.334 -2.914 1.465
S 0.062 -0.774 2.744
H 1.833 -3.273 -1.984
H -0.297 -2.084 -1.479
C -1.624 4.537 0.566
H 1.720 -4.457 -0.101
H -2.845 5.379 -1.245
C 0.630 -1.591 1.299
C 0.261 -0.965 0.136
H 3.114 -3.606 0.389
C 1.844 -2.634 -1.048
C 0.577 -1.632 -1.118
*
```

Output
Energy (eV): -28499.41018
Molar mass (g/mol): 232.308
Maximum force (eV/Å): 6.4
SMILES: O=C(c1csc2c1CCCC2)n1cccn1

---

This record from the OMol25 dataset describes the molecule C3H4N4O at a distorted geometry. The level of theory is the ωB97M-V functional and the def2-TZVPD basis.

Geometry as ORCA input:
```
! wB97M-V def2-TZVPD RIJCOSX def2/J DEFGRID3
* xyz 0 1
C -2.665 -0.270 -0.161
H 2.216 0.064 1.355
H -3.427 -2.026 -0.612
H -1.697 2.701 -0.444
N -3.292 -1.285 0.049
C 0.843 0.962 0.109
N -1.360 1.831 -0.044
O 2.597 -0.431 -0.663
H 3.242 -1.017 -0.254
N -2.287 0.862 -0.315
N -0.022 1.815 -0.066
C 1.864 0.183 0.337
*
```

Output
Energy (eV): -11178.46095
Molar mass (g/mol): 112.092
Maximum force (eV/Å): 1.2
SMILES: N=C=NNN=C=CO

---

E_HOMO values (in eV) by entry order: -9.24 -8.90 -14.29 -13.97 -12.53 -8.61 -8.38.
Frontier orbital gap values (in eV) by entry order: 9.599 9.079 11.154 10.644 7.366 8.694 8.999.
Energy relative to the best compared isomer or geometry (same formula, charge and spin) values (in kcal per mole) by entry order: 30.4 0.0 48.6 40.9 12.0 59.0 127.0.